38
Properties=species:S:1:pos:R:3:nbo_charge:R:1 method="wB97M-V/def2-TZVPD" e_homo_ev=-8.6872 mol_weight_g_mol=257.33 e_tot_ev=-22471.3208 orbital_gap_ev=9.19 spin_multiplicity=1 de_lowest_kcal_mol=345.5
C -4.021 -3.311 2.499 -0.51
C -3.135 -2.837 1.435 -0.08
C -3.626 -2.128 0.477 -0.20
C -2.778 -1.468 -0.609 -0.16
C -1.342 -1.675 -0.740 -0.07
C -0.860 -2.241 0.449 -0.22
C -1.746 -2.693 1.412 -0.14
H -1.113 -3.534 2.261 0.18
H 0.341 -2.509 0.571 0.21
C -0.516 -0.997 -1.622 -0.08
N 0.573 -0.051 -0.789 -0.59
C 0.673 1.251 -1.179 0.65
O -0.263 1.725 -2.216 -0.73
C 1.526 1.997 -0.387 -0.34
C 1.864 3.278 -0.651 0.42
O 2.743 3.846 0.229 -0.39
C 3.109 2.630 0.736 0.29
C 2.440 1.611 0.445 -0.25
H 2.624 0.382 0.916 0.22
C 4.298 2.825 1.915 -0.64
H 5.243 2.027 1.541 0.21
H 4.014 2.680 2.976 0.22
H 4.716 3.776 1.931 0.21
C 1.068 4.552 -1.315 -0.62
H 0.557 3.752 -1.929 0.29
H 0.660 5.102 -0.752 0.17
H 1.792 4.889 -2.248 0.21
H 1.164 -0.538 -0.155 0.40
C 0.199 -1.909 -2.404 -0.59
H -0.585 -2.663 -2.887 0.23
H 0.908 -1.643 -3.081 0.23
H 0.965 -2.716 -1.835 0.19
H -1.105 -0.359 -2.198 0.27
H -3.192 -0.810 -1.504 0.22
H -4.637 -1.798 0.266 0.22
H -3.344 -3.895 3.429 0.18
H -4.424 -2.690 2.901 0.17
H -4.791 -3.860 2.112 0.22